Formula: C11H11Cl2N3S4Yb
Source: the Open Molecules 2025 dataset
Level of theory: ωB97M-V with the def2-TZVPD basis set

Geometry (Å):
Yb 1.2943 -0.3034 -1.8728
S 3.7319 3.1985 0.0476
C 3.1425 2.2531 -1.1579
S 4.0097 0.8485 -1.6846
S 1.5970 2.6108 -1.9351
C -4.6468 -0.0190 -0.5824
N -3.4622 0.3682 0.2027
C -3.5022 0.9576 1.4771
C -2.2518 1.1128 1.9249
N -1.3808 0.5914 0.9167
C -2.1345 0.2493 -0.1863
S -1.5605 0.0739 -1.7399
C 0.0303 0.4406 1.0548
C 0.7466 1.3208 1.9127
C 2.0337 1.0141 2.2204
C 2.6565 -0.1097 1.6559
C 1.8918 -0.9096 0.8669
N 0.6460 -0.5738 0.4463
H -4.9784 -0.9785 -0.1784
H -4.3389 -0.1062 -1.6441
H -5.4614 0.7255 -0.4654
H -4.4918 1.1396 1.9591
H -1.8938 1.4807 2.8811
H 0.2939 2.2123 2.3035
H 2.6302 1.7065 2.8426
H 3.6867 -0.3851 1.7474
H 2.1862 -1.8814 0.5028
Cl 3.0676 -2.2141 -3.0493
C 1.9410 -3.6518 -2.7061
Cl 0.3543 -2.8242 -2.3751
H 2.2492 -4.0917 -1.7848
H 1.9135 -4.2557 -3.6001

Cartesian forces, eV/Å:
0.273 1.462 -0.145
0.126 0.262 0.246
-1.377 -1.246 -1.915
-0.389 0.627 0.629
1.168 -0.327 1.077
0.307 0.211 -0.111
1.453 0.604 0.076
-1.295 -0.510 -0.191
0.741 -0.414 -0.148
-0.500 0.498 -0.053
-0.974 0.506 1.049
-0.171 -0.507 -0.810
0.646 0.682 0.518
-1.338 -0.807 -0.514
1.914 0.527 0.031
-0.292 -0.039 0.337
-0.957 0.357 -0.753
-0.933 -0.288 1.312
-0.118 0.052 -0.340
-0.307 0.023 0.709
0.694 -0.359 -0.093
1.261 -0.073 -0.447
-0.053 -0.202 -0.376
-0.252 0.123 0.115
-0.473 -0.515 -0.376
0.375 0.153 0.619
0.618 -0.037 -0.263
-0.214 -1.251 0.140
-0.086 2.468 -0.373
0.037 -1.283 -0.279
0.289 -0.512 0.245
-0.173 -0.184 0.082

For the HOMO-LUMO gap (alpha / beta), the calculation gives 0.27903 / 0.21314 Eh. Its expectation value of S² is 0.757. As for the energy above the lowest of the compared OMol25 structures with the same formula, charge and spin: 0.0 kcal/mol. For the energy, the calculation gives -4261.676801 hartree. Its total charge is +1. Its maximum force is 2.667 eV Å⁻¹. As for the spin multiplicity: 2.

***

Formula: C33H39N5O3
Source: the Open Molecules 2025 dataset
Level of theory: ωB97M-V with the def2-TZVPD basis set

Geometry (Å):
C -7.2601 -2.7692 -0.2994
N -6.7617 -1.6029 -0.9855
C -7.7546 -0.8688 -1.7212
C -5.4503 -1.2606 -0.8926
C -4.9959 0.0594 -1.2601
C -3.6557 0.4187 -1.1493
C -2.6956 -0.5042 -0.6491
C -1.3308 -0.0201 -0.1648
C -0.2683 -0.9134 -0.6916
C 1.0820 -0.5691 -0.7971
C 2.0995 -1.6451 -0.8579
C 1.7976 -2.8900 -1.4703
C 2.7363 -3.8833 -1.5550
C 4.0852 -3.6758 -1.1156
N 5.0213 -4.6988 -1.1710
C 6.3508 -4.4681 -1.6865
C 4.8346 -5.9597 -0.4981
C 4.3921 -2.4135 -0.5361
C 3.4319 -1.4658 -0.3747
C 1.5768 0.8188 -0.7782
C 0.9175 1.8760 -0.0954
C 1.2572 3.1882 -0.2234
C 2.4032 3.5480 -0.9616
N 2.8168 4.8750 -1.0186
C 3.9879 5.3567 -0.3093
C 2.0438 5.8927 -1.6991
C 3.1267 2.5013 -1.5969
C 2.7033 1.2097 -1.5524
C -3.1058 -1.8092 -0.3883
C -4.4296 -2.1750 -0.4519
H -6.5895 -3.0831 0.5247
H -8.2493 -2.5351 0.1273
H -7.3957 -3.6216 -0.9936
H -7.3276 -0.0937 -2.3258
H -8.3103 -1.5583 -2.3577
H -8.4797 -0.4288 -1.0393
H -5.7012 0.7933 -1.7140
H -3.2976 1.4264 -1.4396
H -1.2500 1.0558 -0.3063
H -0.4925 -1.9726 -0.6093
H 0.7952 -2.9982 -1.9350
H 2.4747 -4.8640 -2.0048
H 6.3707 -3.5282 -2.2606
H 7.0978 -4.4227 -0.8758
H 6.6310 -5.3052 -2.3525
H 3.8296 -6.0372 -0.0848
H 5.0119 -6.7913 -1.1845
H 5.5614 -6.0731 0.3206
H 5.4096 -2.2386 -0.1404
H 3.6743 -0.5051 0.1154
H 0.0737 1.6762 0.5757
H 0.6756 3.9505 0.3201
H 4.4858 4.5124 0.1975
H 4.6930 5.8349 -1.0126
H 3.7038 6.1137 0.4500
H 1.2190 5.4119 -2.2465
H 1.6363 6.6255 -0.9828
H 2.6996 6.4221 -2.4142
H 4.0239 2.7957 -2.1616
H 3.2280 0.4528 -2.1648
H -2.3540 -2.5500 -0.0836
H -4.6710 -3.2261 -0.2748
C 1.4194 1.5248 4.0485
N 0.1675 1.4261 3.3242
C -0.0199 0.3317 2.4996
O 0.8751 -0.5546 2.3803
C -1.2189 0.2222 1.5927
C -2.3102 1.0187 2.1849
O -3.4731 0.7513 1.8870
N -2.0555 2.1439 2.9739
C -3.2094 2.9322 3.4108
C -0.8263 2.3774 3.6633
O -0.6548 3.2913 4.4505
H 1.2625 2.3936 4.6814
H 1.6253 0.6158 4.6387
H 2.2592 1.6290 3.3442
H -1.5384 -0.8287 1.6562
H -2.7485 3.6964 4.0428
H -3.7484 3.3198 2.5351
H -3.9384 2.3187 3.9701

Cartesian forces, eV/Å:
-0.165 -0.476 0.137
0.004 -0.504 0.401
-0.256 -0.345 0.353
1.963 1.102 -0.078
-0.272 -0.306 -0.595
0.554 -0.598 0.443
-0.290 1.054 1.002
-0.384 1.322 -0.457
2.897 1.178 1.495
-1.822 -0.788 0.658
0.823 -0.771 -0.727
-0.722 1.392 0.219
1.473 -1.083 -0.036
-1.472 0.737 0.541
0.225 -0.175 -0.552
-0.039 0.084 0.088
0.073 0.053 -0.043
1.036 -1.556 -0.126
-1.810 1.490 -0.186
0.055 1.458 -0.190
-0.737 -1.555 0.121
0.937 1.176 -0.181
-0.314 -1.160 0.337
0.518 0.755 -0.220
-0.102 -0.277 -0.109
0.031 -0.357 0.130
0.228 2.160 0.096
-0.627 -1.742 0.017
0.361 0.330 0.290
-1.201 -0.113 -0.766
-0.435 0.291 -0.507
0.293 -0.098 -0.055
0.077 0.180 0.277
0.189 0.217 -0.296
0.002 -0.029 -0.206
-0.149 0.255 0.119
0.650 -0.684 0.626
-0.469 -0.632 0.315
0.065 -0.385 -1.445
0.031 0.174 -0.223
0.824 -0.153 0.401
0.256 0.777 0.280
0.055 -0.400 0.229
0.014 0.074 -0.186
-0.014 0.326 0.155
0.060 0.028 -0.065
-0.110 -0.130 -0.043
-0.106 0.040 0.059
-0.647 -0.149 -0.301
-0.103 -0.738 -0.272
0.854 0.105 -0.504
0.429 -0.314 -0.358
-0.159 0.427 -0.229
-0.045 -0.126 0.273
0.136 -0.274 -0.186
0.268 0.292 0.163
-0.029 -0.018 -0.238
-0.338 -0.029 0.125
-0.471 -0.249 0.185
-0.329 0.476 0.544
-0.488 0.254 0.026
-0.063 0.421 -0.005
0.512 -0.322 0.109
-0.717 0.223 0.325
2.963 -2.774 -2.666
-2.025 2.501 1.021
-0.737 -1.972 1.212
-2.295 0.003 -1.545
0.803 0.582 0.714
0.903 -0.085 0.759
-0.057 -0.115 0.044
-0.575 -0.527 -0.872
-0.189 -1.068 -0.913
0.628 -0.068 0.102
-0.304 0.387 -0.196
-0.344 0.189 0.243
0.031 0.260 0.946
-0.666 0.101 -0.193
0.350 0.082 0.320
0.506 0.191 -0.133

For the HOMO-LUMO gap, the calculation gives 0.25862 Eh. As for the energy above the lowest of the compared OMol25 structures with the same formula, charge and spin: 16.0 kcal/mol. For the energy, the calculation gives -1780.299865 hartree. Its SMILES is CN1C(=O)C([C@@H](C=C(c2ccc(N(C)C)cc2)c2ccc(N(C)C)cc2)c2ccc(N(C)C)cc2)C(=O)N(C)C1=O. Its maximum force is 4.856 eV Å⁻¹. As for the spin multiplicity: 1.

***

Formula: C3H5NO
Source: the Open Molecules 2025 dataset
Level of theory: ωB97M-V with the def2-TZVPD basis set

Geometry (Å):
C -0.6793 -0.5155 0.1985
C 2.7482 0.1898 -0.4942
C -2.0883 -0.8593 0.2135
N 0.4643 -0.3902 0.2374
O 2.7056 1.3193 -0.9158
H 3.1655 -0.1184 0.5789
H 2.6645 -0.7488 -1.1189
H -2.7154 -0.0980 -0.3091
H -2.4489 -0.5547 1.2443
H -2.1735 -1.9930 -0.1387

Cartesian forces, eV/Å:
0.784 -0.189 -0.146
2.028 -0.630 0.855
-0.985 -0.151 0.511
-0.891 -0.026 0.087
-0.207 -1.071 0.448
-1.019 0.970 -1.556
-0.421 0.901 0.096
0.689 -1.020 -0.632
0.398 -1.466 -0.675
-0.376 2.683 1.011

For the HOMO-LUMO gap, the calculation gives 0.36015 Eh. As for the energy above the lowest of the compared OMol25 structures with the same formula, charge and spin: 44.1 kcal/mol. For the energy, the calculation gives -247.237013 hartree. Its SMILES is CC#N.C=O. Its maximum force is 2.891 eV Å⁻¹. As for the spin multiplicity: 1.

***

Formula: C14H9AuIO4
Source: the Open Molecules 2025 dataset
Level of theory: ωB97M-V with the def2-TZVPD basis set

Geometry (Å):
Au 0.9695 1.3216 0.0311
I 4.3965 -5.2529 5.1881
C 3.4421 -3.8420 3.9192
C 2.3411 -4.2317 3.1813
C 1.7236 -3.3027 2.3656
C 2.1962 -1.9994 2.2940
C 3.3098 -1.6342 3.0372
C 3.9367 -2.5546 3.8563
C 1.4865 -1.0047 1.4082
O 0.5385 -1.3823 0.7293
O 1.9479 0.1827 1.4418
H 1.9625 -5.2400 3.2438
H 0.8639 -3.5722 1.7711
H 3.6756 -0.6218 2.9645
H 4.7951 -2.2648 4.4425
O -0.8470 4.2332 -0.8816
C -0.8578 3.1541 -1.4550
O 0.0687 2.2691 -1.4748
C -2.0455 2.7738 -2.3204
C -2.2696 1.4346 -2.6110
C -3.3095 1.0645 -3.4407
C -4.1384 2.0294 -3.9883
C -3.9400 3.3645 -3.6761
C -2.9014 3.7351 -2.8402
H -1.6117 0.6934 -2.1843
H -3.4678 0.0199 -3.6669
H -4.9396 1.7382 -4.6543
H -4.5958 4.1178 -4.0925
H -2.7303 4.7717 -2.5879

Cartesian forces, eV/Å:
0.365 0.161 0.292
-0.195 0.274 -0.258
0.268 -0.396 0.374
-0.021 -0.150 0.044
-0.039 0.127 -0.064
0.044 0.078 0.024
-0.122 0.051 -0.097
0.181 0.020 0.140
-0.353 -0.541 -0.103
-0.108 -0.390 0.016
0.258 0.586 -0.004
-0.002 -0.101 0.007
-0.080 0.028 -0.046
0.000 0.095 0.004
0.085 -0.009 0.041
-0.062 -0.033 0.075
-0.312 0.608 0.000
0.073 -0.298 -0.326
0.106 -0.070 -0.011
0.104 -0.003 0.012
-0.113 -0.118 -0.066
-0.121 -0.049 -0.055
-0.100 0.081 -0.083
0.142 0.066 0.114
0.093 -0.040 0.002
-0.039 -0.095 -0.027
-0.068 0.003 -0.026
-0.021 0.050 -0.022
0.039 0.063 0.043

For the HOMO-LUMO gap, the calculation gives 0.27953 Eh. For the energy, the calculation gives -1273.374019 hartree. Its total charge is -1. Its maximum force is 0.683 eV Å⁻¹. As for the spin multiplicity: 1.